# 1
# C8H23BN2O10PS2

C8H23BN2O10PS2 as an isolated structure at a distorted geometry (the ωB97M-V functional and the def2-TZVPD basis, the Open Molecules 2025 dataset).

Properties
- gap between HOMO and LUMO (eV) = 7.4
- charge = -1

```
47
Properties=species:S:1:pos:R:3:forces:R:3
C -1.0652 1.4659 -3.7871 -0.111 -0.215 -0.213
C -0.7333 -0.0186 -3.9298 0.761 0.215 0.439
C -0.8503 -0.7337 -2.5766 -0.298 0.461 -1.377
O 0.1009 -1.8049 -2.5952 -0.260 0.254 0.676
S 0.6123 -2.3181 -1.1611 0.305 -1.774 1.073
O 0.3405 -3.7310 -1.1223 0.026 -0.065 -0.377
O -0.0649 -1.6012 -0.1078 0.021 0.731 -0.418
N 2.1968 -2.1275 -1.1583 -0.243 0.618 -0.888
S 2.7434 -0.9283 -2.0660 -0.212 0.417 0.529
O 2.0066 0.3158 -1.8152 -0.038 0.085 -0.139
O 2.9008 -1.2526 -3.4786 0.183 -0.118 -0.075
B 4.4934 -0.6210 -1.4359 0.490 -0.528 0.246
O 5.1021 -1.6457 -0.7577 -0.262 -0.356 -0.384
N 5.1794 0.6440 -1.6071 -1.226 0.191 -0.307
C 4.6862 1.4372 -2.7467 0.596 0.109 -0.079
C 4.9739 1.3693 -0.3293 0.650 -0.546 0.080
H -0.8353 2.0046 -4.7079 -0.184 0.006 -0.061
H -2.1173 1.6145 -3.5332 0.007 0.161 0.012
H -0.4393 1.9024 -3.0086 -0.060 -0.026 0.093
H 0.3246 -0.0798 -4.1941 -0.025 -0.127 -0.134
H -1.3063 -0.5200 -4.7102 -0.089 0.047 0.001
H -1.8610 -1.1395 -2.4909 0.045 -0.067 0.451
H -0.6353 0.0009 -1.8077 0.087 -0.314 0.322
H 5.9625 -1.8460 -1.1401 0.216 0.324 0.401
H 3.7757 1.9778 -2.4865 -0.106 -0.057 -0.172
H 4.5075 0.7772 -3.5938 -0.225 0.011 0.021
H 5.4480 2.1499 -3.0790 0.044 0.071 0.204
H 5.8397 1.9885 -0.0858 -0.094 0.216 -0.103
H 4.0502 1.9502 -0.3458 0.019 0.075 -0.027
H 4.8933 0.6239 0.4653 -0.014 0.161 0.161
C -5.4990 0.5558 2.9513 -0.124 0.066 -0.245
O -4.3023 -0.2316 3.0165 -0.937 -0.174 2.333
P -3.0721 0.3590 3.8906 4.458 0.693 -3.175
O -2.8216 1.7201 3.3735 -0.942 0.186 0.538
O -2.0254 -0.7497 3.4476 -0.297 -0.261 0.188
C -2.0550 -1.4073 2.1680 0.014 -0.108 -0.086
O -2.4875 0.3508 5.4148 -2.485 -0.788 0.280
C -3.4252 0.4908 6.4899 0.065 0.202 -0.038
H -6.2585 -0.0487 2.4600 0.063 -0.084 0.031
H -5.8521 0.8295 3.9456 -0.037 0.025 -0.013
H -5.3207 1.4547 2.3636 0.098 0.036 0.084
H -2.0887 -0.6905 1.3514 0.011 0.042 0.024
H -2.9075 -2.0830 2.1199 -0.067 0.071 -0.021
H -1.1471 -1.9914 2.0715 0.107 0.162 0.080
H -4.1440 -0.3318 6.4960 0.019 -0.012 0.055
H -3.9577 1.4428 6.4116 -0.001 -0.007 0.049
H -2.8655 0.4759 7.4213 0.054 -0.010 -0.037
```
Forces are in eV/Å.

=====

# 2
# C12H30B2BeF8N2O4

C12H30B2BeF8N2O4 as an isolated structure at a distorted geometry (the ωB97M-V functional and the def2-TZVPD basis, the Open Molecules 2025 dataset).

Properties
- spin multiplicity = 2
- gap between HOMO and LUMO (alpha / beta) (eV) = 4.0 / 9.1
- charge = -1

```
59
Properties=species:S:1:pos:R:3:forces:R:3
Be 0.7681 -9.6854 2.3974 -0.069 -0.029 0.184
B 2.7181 -11.6661 0.5810 -1.759 -0.799 -1.129
F 3.1207 -11.3118 -0.6815 1.589 0.173 -1.181
F 1.3277 -11.7234 0.4544 -1.626 -0.047 0.493
F 3.0698 -13.0169 0.8828 0.927 0.835 0.668
F 2.9996 -10.6142 1.4412 0.966 -0.377 1.010
B -0.7072 -8.0195 4.2762 -0.494 0.662 -1.055
F -1.9632 -7.8281 4.8509 0.207 -0.012 0.427
F 0.2632 -7.1267 4.6851 0.382 0.298 1.099
F -0.2953 -9.3463 4.3794 0.307 -0.962 0.626
F -0.8099 -7.8072 2.8895 -0.419 0.139 -1.118
C 2.6473 -9.6569 5.4272 0.409 -0.299 -1.136
O 2.5297 -9.2051 4.0951 1.302 1.469 -0.608
C 3.5647 -8.2422 3.8141 -0.760 0.057 -1.712
C 3.5425 -7.7834 2.3534 -1.391 -1.499 -1.355
N 2.1565 -7.4468 1.8852 1.336 -0.037 1.133
C 2.0463 -7.0806 0.4856 -0.225 -0.335 -0.240
C 0.6016 -7.2086 0.0138 -1.167 0.144 2.049
O 0.0898 -8.5520 0.2312 0.912 0.555 -0.936
C -0.2932 -9.2429 -0.9339 -0.383 0.561 -1.080
H 1.7874 -10.3208 5.5160 -0.043 0.384 0.913
H 2.7967 -8.7938 6.0759 -0.799 -0.131 0.523
H 3.5718 -10.2312 5.4878 0.188 -0.407 0.243
H 4.5664 -8.6611 3.9107 0.087 -0.190 0.674
H 3.4508 -7.3051 4.3591 -0.148 -0.249 0.930
H 3.8159 -8.6012 1.6866 0.179 -0.250 0.257
H 4.3270 -7.0444 2.1905 -0.114 0.691 0.191
H 1.8750 -6.6649 2.4591 -0.718 0.058 0.125
H 2.6608 -7.7514 -0.1148 0.185 -0.049 0.039
H 2.3949 -6.0555 0.3602 0.045 0.265 -0.495
H 0.3328 -6.6306 -0.8704 0.454 -1.069 -1.118
H -0.0462 -6.6404 0.6813 0.259 0.194 0.780
H 0.3920 -9.1527 -1.7768 0.836 -0.288 0.301
H -1.1549 -8.7311 -1.3625 -0.745 -0.095 0.114
H -0.5266 -10.2919 -0.7516 0.268 0.211 0.382
C -0.9063 -13.7097 6.8316 -0.326 -0.861 0.092
O -0.1021 -13.1087 5.8968 1.807 0.550 -2.283
C 0.9393 -13.8378 5.1300 0.407 -0.915 2.241
C 1.4983 -13.0409 3.9667 -0.276 1.753 -0.020
N 0.4306 -12.1128 3.4763 -0.488 -2.739 -0.928
C -0.5536 -12.9093 2.6316 -0.889 1.349 0.326
C -1.8056 -11.9602 2.4987 2.023 0.472 0.697
O -1.3729 -10.8353 1.6922 -2.199 -1.695 -0.347
C -2.5125 -10.0120 1.4433 1.680 1.723 -0.527
H -1.6340 -12.9592 7.1404 0.068 -0.048 0.131
H -0.3534 -14.0852 7.6927 0.138 0.041 0.269
H -1.4448 -14.5523 6.3978 -0.230 -0.258 -0.031
H 0.6931 -14.8758 4.9061 -0.896 0.062 -0.250
H 1.7724 -13.9471 5.8243 0.163 -0.127 0.277
H 1.9960 -13.6414 3.2052 -0.211 -0.039 -0.024
H 2.2227 -12.3458 4.3911 0.403 -0.193 -0.137
H -0.0717 -12.2533 4.3412 -0.926 2.067 0.278
H -0.8503 -13.8344 3.1259 -0.220 -0.130 0.491
H -0.1420 -13.2626 1.6861 0.086 0.766 -0.193
H -2.0656 -11.4669 3.4352 0.586 -0.283 0.888
H -2.7819 -12.4132 2.3263 0.126 -0.336 -1.496
H -2.7944 -9.4759 2.3495 -0.399 -0.260 0.182
H -3.3513 -10.4099 0.8721 0.023 -0.795 0.316
H -2.0583 -9.2536 0.8056 -0.430 0.327 0.048
```
Forces are in eV/Å.

=====

For the records above, the corresponding total energy values read -63763.1441, -47603.4255 eV.